The following is a DFT calculation (ωB97M-V with the def2-TZVPD basis set) of a cluster of 7 separate species, C7H24O7 in total.

The geometry in XYZ format:
```
38
Properties=species:S:1:pos:R:3:forces:R:3:nbo_charge:R:1
C 4.54735 -1.25867 0.25530 -1.304 -0.862 -1.749 -0.604
C 4.18951 -0.07970 -0.68990 2.336 0.062 -1.290 -0.445
C 2.77936 0.45455 -0.73434 1.284 -0.604 0.804 0.024
C 1.89727 -0.11566 -1.82155 0.142 1.245 -0.080 -0.661
C 2.36619 1.19014 0.29660 -2.046 0.069 -0.753 -0.216
C 0.98906 1.80274 0.34914 2.216 -1.161 0.669 -0.338
C 0.19321 1.54159 1.37581 -1.439 1.410 -1.472 0.150
O -1.04808 2.18199 1.37325 0.526 -0.334 0.890 -0.732
H 5.15008 -1.99039 -0.29973 -0.192 0.050 0.079 0.208
H 3.59017 -1.76152 0.50856 0.774 0.148 0.452 0.200
H 5.16591 -0.98133 1.07893 -0.152 0.362 0.891 0.211
H 4.52682 -0.29472 -1.73184 -0.713 -0.598 0.409 0.199
H 5.01576 0.62882 -0.52202 -0.863 0.758 0.523 0.215
H 2.20147 -1.09460 -2.12982 0.061 -1.006 0.552 0.221
H 1.96413 0.36763 -2.80742 -0.077 0.646 0.394 0.220
H 0.88663 -0.06593 -1.44094 -0.447 -0.323 -0.343 0.223
H 2.93261 1.42731 1.16254 1.122 -0.039 0.329 0.205
H 0.92543 2.52543 -0.43679 -1.243 0.434 -0.164 0.223
H 0.37862 0.84682 2.17803 0.054 -0.088 0.034 0.200
H -1.55155 1.88349 2.14322 -0.009 -0.185 -0.126 0.510
O -2.08496 -0.15504 2.55913 -0.103 -0.154 -0.119 -0.985
H -2.17512 -1.00596 3.00079 0.049 0.139 0.155 0.477
H -2.36027 -0.35410 1.64891 0.022 0.026 -0.112 0.507
O -2.65368 2.90291 -0.79325 0.087 0.554 0.560 -0.988
H -2.05110 2.84290 -0.01174 -0.460 -0.238 -0.637 0.507
H -3.33000 3.54162 -0.54454 0.117 0.035 -0.025 0.466
O 0.17671 -3.80444 1.98493 0.128 0.089 -0.105 -0.929
H 0.99667 -3.52193 1.56229 -0.019 -0.031 0.142 0.472
H -0.48555 -3.65112 1.30706 -0.073 -0.055 -0.036 0.458
O -2.16603 0.46242 -1.63081 0.222 -0.412 -0.343 -0.963
H -2.85464 1.09402 -1.85365 0.128 0.434 0.370 0.490
H -1.37085 0.81793 -2.03537 0.044 0.151 0.058 0.472
O -3.11100 -1.84238 -2.58585 -0.312 -0.688 -0.426 -0.947
H -3.74683 -1.61694 -1.89958 -0.271 0.044 -0.201 0.479
H -3.15890 -1.12344 -3.22297 0.180 0.045 0.193 0.481
O -2.89520 -1.68275 0.09370 0.901 -0.704 -0.322 -0.968
H -2.45679 -2.48424 0.40758 -0.458 -0.048 0.494 0.455
H -2.47530 -1.66116 -0.79519 -0.211 0.824 0.305 0.506
```
Forces are in eV/Å.

Calculated values
Orbital gap, Ha: 0.320
Molecular weight, u: 220.3
LUMO level, eV: 0.27
Largest force on an atom, eV Å⁻¹: 2.7
Energy relative to the best compared isomer or geometry (same formula, charge and spin), kcal per mole: 39.2